Arrangement A

# C6H14NS

A 2-piece molecular cluster, C6H14NS overall (ωB97M-V/def2-TZVPD, the OMol25 dataset).

The net charge is -1. As for the gap between HOMO and LUMO: 6.35 eV. The HOMO energy is -0.103 hartree. The multiplicity is 1.

Atoms and positions in Å:
C1 -1.3527 -0.3881 1.5137
C2 -1.8512 -0.7820 0.0242
S1 -0.6822 -2.2079 -0.5706
C3 0.1196 -0.0911 1.5073
N1 0.1129 1.6585 1.0905
C4 1.0278 2.2464 -2.9545
C5 0.7475 0.7266 0.3529
C6 2.1788 0.7451 0.4579
H1 -2.0526 0.3874 1.8713
H2 -1.4811 -1.3448 2.0343
H3 -1.9668 0.0895 -0.7174
H4 -2.9374 -1.0302 0.2168
H5 0.4725 0.1546 2.4876
H6 0.6098 -1.1366 1.3414
H7 0.3020 1.9527 -3.7734
H8 0.5199 2.2670 -1.9387
H9 1.5618 3.1958 -3.1747
H10 1.9035 1.6757 -3.0997
H11 0.3936 0.3605 -0.6269
H12 2.5420 1.3207 -0.4289
H13 2.6763 -0.2779 0.5809
H14 2.3625 1.3611 1.3142



Arrangement B

# C6H14NS

A 2-piece molecular cluster, C6H14NS overall (ωB97M-V/def2-TZVPD, the OMol25 dataset).

The net charge is -1. As for the gap between HOMO and LUMO: 6.32 eV. The HOMO energy is -0.094 hartree. The multiplicity is 1.

Atoms and positions in Å:
C1 -1.2486 1.4858 -0.8250
C2 -1.9642 0.7350 -1.9578
S1 -0.9727 -0.6232 -2.5275
N1 0.1266 1.8647 -1.1879
H1 -1.2093 0.7142 -0.0380
H2 -1.8689 2.3198 -0.4584
H3 -2.1590 1.4447 -2.8207
H4 -2.9715 0.4742 -1.6028
H5 0.1509 2.7316 -1.7469
H6 0.4284 1.0751 -1.7912
C3 1.3644 0.3627 2.6031
C4 1.0023 -0.3355 1.3081
C5 0.6886 -1.6629 1.2087
C6 0.6910 -2.4299 -0.1023
H7 1.5403 -0.3893 3.3987
H8 2.2523 0.9985 2.4983
H9 0.6145 1.1328 2.8890
H10 1.0233 0.2542 0.3683
H11 0.4185 -2.2757 2.0582
H12 0.3683 -1.7302 -0.9012
H13 1.6926 -2.8412 -0.3548
H14 0.0321 -3.3054 -0.0179



In order of decreasing stability: arrangement B, arrangement A.



Arrangement A

# C12H13Cl2N6SV

C12H13Cl2N6SV as an isolated structure (ωB97M-V/def2-TZVPD, the OMol25 dataset).

The net charge is +1. As for the gap between HOMO and LUMO (alpha / beta): 6.06 / 6.17 eV. The HOMO energy (alpha / beta) is -0.411 / -0.413 hartree. The multiplicity is 2. The expectation value of S² is 0.77.

Atoms and positions in Å:
V1 1.9031 -0.5775 -0.9821
N1 -1.7508 1.1316 3.1321
C1 -2.1452 1.9952 2.1804
C2 -1.8970 1.8470 0.8256
N2 1.0973 0.6428 -0.1495
C3 -1.2751 0.7672 0.2044
C4 -0.8638 0.1322 2.8469
N3 0.4027 -1.3153 1.0376
C5 0.5642 -2.0789 2.1144
C6 0.2297 -1.8551 3.4298
N4 -0.5638 -0.7805 3.7288
H1 -2.2020 1.1873 4.0379
H2 -2.8293 2.7603 2.5216
H3 -2.4840 2.4815 0.1696
H4 0.9971 -3.0442 1.8667
H5 0.4298 -2.5526 4.2232
H6 -0.9521 -0.7376 4.6690
Cl1 3.3944 -1.7608 0.0851
C7 1.2028 1.3268 2.1754
Cl2 0.2391 0.3797 1.2907
H7 2.0735 1.7049 1.6727
H8 1.0692 1.2666 3.2405
C8 0.4460 0.3314 -6.8510
C9 0.9814 0.2715 -5.4594
C10 2.0470 1.0972 -5.0545
C11 2.4872 0.9870 -3.7621
N5 1.9115 0.1065 -2.9345
C12 0.9102 -0.6829 -3.4083
S1 0.3684 -1.7926 -2.1882
N6 0.4203 -0.6124 -4.6333
H9 0.9144 -0.4575 -7.4440
H10 0.6596 1.2868 -7.3250
H11 -0.6252 0.1430 -6.8438
H12 2.4995 1.7987 -5.7388
H13 3.2890 1.5911 -3.3585



Arrangement B

# C12H13Cl2N6SV

C12H13Cl2N6SV as an isolated structure (ωB97M-V/def2-TZVPD, the OMol25 dataset).

The net charge is +1. As for the gap between HOMO and LUMO (alpha / beta): 6.91 / 6.24 eV. The HOMO energy (alpha / beta) is -0.370 / -0.342 hartree. The multiplicity is 2. The expectation value of S² is 0.90.

Atoms and positions in Å:
V1 -0.3282 -0.5953 -0.9807
N1 2.5237 -2.1883 1.4933
C1 1.8374 -1.6702 2.5747
C2 0.7594 -1.0283 2.0564
N2 0.7762 -1.1485 0.6827
C3 1.8517 -1.8547 0.3852
C4 2.1232 -2.1010 -1.0337
N3 1.2161 -1.6968 -1.9034
C5 1.7331 -1.9716 -3.1524
C6 2.9575 -2.5412 -3.0176
N4 3.1904 -2.6138 -1.6577
H1 3.3536 -2.7550 1.5504
H2 2.1811 -1.7994 3.5852
H3 -0.0153 -0.4852 2.5703
H4 1.1936 -1.7390 -4.0535
H5 3.6677 -2.8999 -3.7408
H6 4.0321 -2.9635 -1.2308
Cl1 -1.6002 -0.6076 -2.9758
C7 -2.4497 0.8967 -3.6130
Cl2 -3.2240 1.8291 -2.3662
H7 -3.1956 0.5287 -4.3057
H8 -1.6771 1.4810 -4.0955
C8 -1.5687 3.6975 3.0873
C9 -1.5545 2.5891 2.0790
C10 -2.4752 1.5387 2.1346
C11 -2.3510 0.5334 1.2121
N5 -1.4106 0.5687 0.2564
C12 -0.5822 1.6564 0.2414
S1 0.5735 1.5755 -1.0456
N6 -0.6094 2.6360 1.1439
H9 -2.4861 3.7025 3.6730
H10 -1.4480 4.6555 2.5851
H11 -0.7225 3.5806 3.7671
H12 -3.2569 1.5123 2.8797
H13 -3.0154 -0.3226 1.2145



In order of decreasing stability: arrangement B, arrangement A.



Arrangement A

# C4H10Br2N

An isolated ion of composition C4H10Br2N and charge +1 (ωB97M-V/def2-TZVPD, the OMol25 dataset).

The net charge is +1. As for the gap between HOMO and LUMO: 10.45 eV. The HOMO energy is -0.518 hartree. The multiplicity is 1. As for the SMILES: C[C@H](Br)[C@@H](Br)C[NH3+].

Atoms and positions in Å:
C1 0.9976 1.2103 -1.7831
C2 1.1288 1.4173 -0.2615
Br1 2.7556 0.6640 0.4631
C3 0.0633 0.7544 0.5878
Br2 -1.8768 1.5048 0.3288
C4 -0.1216 -0.7944 0.4130
N1 -1.0975 -1.4291 1.3684
H1 1.8431 0.5032 -2.0495
H2 0.0122 0.6404 -2.0987
H3 1.1474 2.1343 -2.2844
H4 1.0600 2.4076 0.0865
H5 0.1840 1.1259 1.5643
H6 0.7406 -1.3982 0.5053
H7 -0.2385 -0.8248 -0.6901
H8 -1.4663 -2.1846 0.8488
H9 -1.8513 -0.5795 1.5273
H10 -0.6805 -1.5925 2.2593



Arrangement B

# C4H10Br2N

C4H10Br2N as an isolated structure (ωB97M-V/def2-TZVPD, the OMol25 dataset).

The net charge is +1. As for the gap between HOMO and LUMO: 9.07 eV. The HOMO energy is -0.497 hartree. The multiplicity is 1.

Atoms and positions in Å:
C1 -0.4809 1.4363 -1.1197
C2 -0.4541 -1.8222 1.3167
C3 1.1846 -0.0467 -2.4118
C4 0.0560 0.1530 -1.6766
N1 0.7006 -1.3321 1.6227
Br1 -0.9797 1.7268 2.8047
Br2 -0.8746 -1.4945 -1.1115
H1 -0.4721 1.2488 -0.0430
H2 -1.4257 1.5574 -1.6085
H3 0.3622 2.0966 -1.1798
H4 -1.3131 -1.2752 1.8629
H5 -0.5171 -2.8632 1.0553
H6 1.7630 0.7990 -2.7731
H7 1.6421 -1.0178 -2.5151
H8 -1.5846 2.9325 2.7449
H9 1.5672 -1.7530 1.2520
H10 0.8261 -0.3457 1.7798



In order of decreasing stability: arrangement A, arrangement B.



Arrangement A

# C4H9N6

A 2-piece molecular cluster, C4H9N6 overall (ωB97M-V/def2-TZVPD, the OMol25 dataset).

The net charge is +1. As for the gap between HOMO and LUMO (alpha / beta): 7.71 / 7.71 eV. The HOMO energy (alpha / beta) is -0.470 / -0.470 hartree. The multiplicity is 1.

Atoms and positions in Å:
C1 0.9840 -0.1641 2.4122
C2 -3.5192 1.7629 -1.0688
C3 0.6606 -0.6852 -1.4732
C4 1.1277 0.0465 3.7420
N1 -0.0415 0.3571 1.7808
N2 -2.5122 1.2773 -1.2288
N3 0.7284 -0.5279 -0.1846
N4 1.6882 -1.2922 -2.1888
N5 -0.3133 -0.2392 -2.3012
N6 -0.1153 0.1559 0.5257
H1 1.7026 -0.7642 1.9721
H2 -4.4735 2.1682 -0.8945
H3 0.3030 0.4014 4.4141
H4 1.9176 -0.2335 4.4516
H5 2.5740 -1.2991 -1.6443
H6 1.8066 -1.0523 -3.1512
H7 -1.1192 0.2958 -2.1206
H8 -0.5897 -0.8333 -3.1063
H9 -0.8087 0.6260 0.0637



Arrangement B

# C4H9N6

A 2-piece molecular cluster, C4H9N6 overall (ωB97M-V/def2-TZVPD, the OMol25 dataset).

The net charge is +1. As for the gap between HOMO and LUMO: 8.32 eV. The HOMO energy is -0.458 hartree. The multiplicity is 1.

Atoms and positions in Å:
C1 -0.4452 -1.8361 -0.8894
C2 -0.9320 1.3156 1.1940
C3 -0.6399 -0.5910 -0.3257
C4 2.8178 0.6304 -0.0993
N1 -0.9913 0.1205 0.5705
N2 -0.4886 -1.8076 -2.1933
N3 -1.9705 1.6639 1.8683
N4 -0.6193 -2.8597 -2.9335
N5 -1.9553 2.7931 2.3786
N6 2.1665 -0.3243 0.4240
H1 -0.3979 -2.7082 -0.3187
H2 -0.0601 1.9135 0.9728
H3 2.6334 0.9461 -1.1127
H4 3.6237 1.2089 0.4453
H5 -0.7044 -2.6015 -3.9267
H6 -0.5945 -3.8167 -2.5855
H7 -2.7786 3.1421 2.8935
H8 -1.0845 3.4058 2.2435
H9 2.4206 -0.5950 1.3944



In order of decreasing stability: arrangement A, arrangement B.



Arrangement A

# ClFN2O3

A 2-piece molecular cluster, ClFN2O3 overall (ωB97M-V/def2-TZVPD, the OMol25 dataset).

As for the gap between HOMO and LUMO (alpha / beta): 8.99 / 8.43 eV. The HOMO energy (alpha / beta) is -0.380 / -0.369 hartree. The multiplicity is 1.

Atoms and positions in Å:
N1 1.9866 1.0416 -0.1464
N2 -1.8196 -1.9133 0.6140
O1 1.1057 0.9414 -0.8880
O2 3.0059 1.5742 0.0177
O3 -2.8548 -1.6572 0.2730
F1 1.7116 0.0545 1.0488
Cl1 -3.1352 -0.0411 -0.9191



Arrangement B

# ClFN2O3

A 2-piece molecular cluster, ClFN2O3 overall (ωB97M-V/def2-TZVPD, the OMol25 dataset).

As for the gap between HOMO and LUMO (alpha / beta): 8.25 / 8.20 eV. The HOMO energy (alpha / beta) is -0.431 / -0.429 hartree. The multiplicity is 1.

Atoms and positions in Å:
N1 -0.0462 0.4940 0.7434
N2 -0.7619 -0.7026 -0.1250
O1 -0.0166 -1.5348 -0.4247
O2 -1.9450 -0.5748 -0.1989
O3 1.1103 0.5611 0.9734
F1 -0.7081 1.8042 -0.6303
Cl1 2.3675 -0.0471 -0.3379



In order of decreasing stability: arrangement A, arrangement B.